Entry 1:
C4H10NO2 | wB97M-V/def2-TZVPD

For the LUMO energy, the calculation gives 4.34 eV. As for the charge: -1. The calculation puts the HOMO-LUMO gap at 0.3183 Ha.

CARTESIAN COORDINATES (ANGSTROEM)
O -1.059 0.687 -0.458
O -0.256 0.572 1.633
N 1.043 -1.513 -0.045
C 2.012 -0.425 -0.224
C -2.048 2.088 1.177
C -1.014 1.030 0.747
C 0.454 -1.883 -1.319
H -1.878 2.359 2.215
H -0.052 -1.029 -1.784
H 2.376 -0.136 0.758
H 0.283 -1.090 0.494
H -0.316 -2.636 -1.110
H -3.042 1.678 0.975
H 1.198 -2.344 -1.977
H 1.543 0.462 -0.674
H 2.776 -0.776 -0.923
H -2.019 2.956 0.514

---

Entry 2:
C4H9NO2 | wB97M-V/def2-TZVPD

For the LUMO energy (spin up / spin down), the calculation gives -1.49 / -0.37 eV. As for the charge: 0. The calculation puts the HOMO-LUMO gap (spin up / spin down) at 0.2649 / 0.3478 Ha.

CARTESIAN COORDINATES (ANGSTROEM)
O 0.834 -1.237 0.089
O -0.316 0.763 0.177
N -0.429 -0.453 -1.532
C 2.088 0.808 -0.194
C -1.386 0.448 1.048
C 1.013 -0.014 0.498
C -1.370 -1.262 -1.456
H -1.285 -0.562 1.459
H 2.088 1.840 0.162
H -2.323 0.534 0.492
H -1.831 -1.547 -2.410
H -1.412 1.176 1.864
H 3.058 0.351 0.010
H 1.920 0.796 -1.271
H 1.073 0.097 1.602
H -1.721 -1.737 -0.537

---

Entry 3:
C3H4N4 | wB97M-V/def2-TZVPD

For the LUMO energy, the calculation gives 0.95 eV. As for the charge: 0. The calculation puts the HOMO-LUMO gap at 0.3532 Ha.

CARTESIAN COORDINATES (ANGSTROEM)
N -1.220 0.899 0.097
N 1.854 -0.341 -0.595
N -0.575 0.106 -1.010
N -1.215 -1.104 -0.528
C 0.671 0.302 -0.336
C 0.146 1.124 0.575
C -1.751 -0.396 0.394
H 2.297 -0.663 0.256
H 1.785 -1.080 -1.280
H -2.480 -0.692 1.128
H 0.482 1.826 1.319

---

Entry 4:
C17H28BCuN3O3V | wB97M-V/def2-TZVPD

For the LUMO energy (spin up / spin down), the calculation gives -9.47 / -9.51 eV. As for the charge: +2. The calculation puts the HOMO-LUMO gap (spin up / spin down) at 0.1869 / 0.1856 Ha.

CARTESIAN COORDINATES (ANGSTROEM)
Cu 2.325 0.636 -0.302
V -0.100 0.158 -0.141
O 2.681 -1.839 0.067
O 1.047 2.945 2.900
O 1.540 -1.386 2.060
N 0.613 1.732 0.880
N 0.012 0.479 -1.917
N -1.777 -0.291 0.441
C -2.024 -1.730 0.413
C 2.563 -2.239 2.286
C -2.620 1.993 0.529
C -1.492 1.835 -3.267
C 4.289 -3.319 3.530
C -2.781 0.582 1.088
C 0.869 1.474 -4.037
C -0.043 1.639 -2.820
C 3.276 -2.479 1.098
C -2.491 0.622 2.589
C 3.045 -2.679 3.511
C 0.852 2.359 1.882
C 0.066 -0.875 -2.457
C 4.515 -3.099 1.117
C 0.417 2.866 -2.038
C -4.223 0.121 0.864
C 5.021 -3.514 2.354
B 1.623 -1.012 0.652
H 5.996 -3.998 2.397
H -4.443 0.027 -0.206
H 1.466 2.749 -1.725
H -4.915 0.866 1.278
H -0.808 -1.132 -3.076
H -1.858 0.954 -3.811
H -2.146 1.988 -2.399
H 0.337 3.760 -2.671
H -1.608 2.386 0.695
H 2.464 -2.492 4.407
H 0.112 -1.581 -1.610
H 0.973 -1.037 -3.060
H -2.830 1.997 -0.550
H -1.480 1.006 2.781
H -3.336 2.666 1.024
H -4.440 -0.838 1.349
H -2.814 -2.007 -0.306
H -2.556 -0.381 3.027
H 4.687 -3.668 4.485
H 0.554 0.650 -4.686
H -3.207 1.279 3.101
H -1.580 2.716 -3.914
H 5.075 -3.221 0.190
H 0.856 2.394 -4.634
H 1.905 1.294 -3.729
H -1.106 -2.243 0.098
H -0.183 3.023 -1.132
H -2.317 -2.134 1.396

---

Entry 5:
C23H23FN2O4 | wB97M-V/def2-TZVPD

For the LUMO energy, the calculation gives -1.16 eV. As for the charge: 0. The calculation puts the HOMO-LUMO gap at 0.3080 Ha. The SMILES is C#Cc1c(-c2ccncc2)cc2c(c1F)C(=O)NC2=O.C1CCOC1.C1CCOC1.

CARTESIAN COORDINATES (ANGSTROEM)
F 3.146 -0.605 1.447
O 4.102 1.795 -0.322
O 0.215 2.389 -2.666
O 2.222 4.861 2.761
O -3.524 -1.964 -2.782
N 2.111 2.694 -1.274
N -4.181 -3.359 0.904
C -3.915 -1.976 -4.162
C -2.684 -3.097 -2.525
C -4.050 -2.131 0.408
C 1.278 -3.246 2.717
C 1.996 -0.365 0.808
C 3.077 5.888 3.279
C -1.690 -3.163 1.087
C 0.667 0.879 -0.781
C -3.044 -3.013 -4.854
C 1.045 -2.250 2.081
C -2.935 -3.800 1.216
C -1.615 -1.812 0.590
C 4.436 4.019 2.797
C 0.871 -1.196 1.073
C 2.937 1.750 -0.547
C 1.909 0.685 -0.100
C 0.883 2.071 -1.734
C -2.792 -4.009 -3.733
C -2.888 -1.305 0.236
C 4.349 5.200 3.750
C 2.974 3.650 2.625
C -0.368 -0.994 0.408
C -0.440 0.073 -0.551
H 4.856 4.342 1.841
H 5.041 3.194 3.172
H 2.565 6.420 4.082
H -2.991 -0.291 -0.164
H -1.906 -4.626 -3.882
H -1.658 -2.734 -2.394
H 2.766 3.199 1.654
H -4.974 -2.250 -4.210
H -3.655 -4.673 -3.626
H 1.520 -4.137 3.281
H -2.099 -2.559 -5.166
H -5.002 -1.673 0.077
H -3.518 -3.449 -5.733
H 3.284 6.596 2.470
H 4.223 4.842 4.775
H -1.373 0.248 -1.105
H 2.643 2.959 3.409
H 5.221 5.853 3.722
H -3.796 -0.977 -4.584
H 1.758 3.422 -0.642
H -2.911 -4.822 1.639
H -0.776 -3.694 1.368
H -2.997 -3.580 -1.600

---

Entry 6:
C6H19BF2N3O4PPdS | wB97M-V/def2-TZVPD

For the LUMO energy (spin up / spin down), the calculation gives -0.38 / -1.00 eV. As for the charge: 0. Its spin multiplicity is 3. As for the expectation value of S²: 2.013. The calculation puts the HOMO-LUMO gap (spin up / spin down) at 0.2178 / 0.2639 Ha.

CARTESIAN COORDINATES (ANGSTROEM)
Pd -0.095 -0.207 0.154
S 1.446 -2.975 1.148
P 2.346 -0.281 -1.536
F -0.619 1.982 1.976
F -0.571 2.657 -0.179
O -2.033 0.016 -0.071
O 1.987 0.461 -0.256
O 1.385 -1.265 -2.109
O 2.918 -2.272 0.821
N 1.191 1.963 -2.312
N 3.905 -2.461 -1.743
N 0.313 -1.931 1.158
C 2.380 1.153 -2.737
C -1.944 0.250 -2.489
C 4.023 -1.010 -1.599
C -4.065 -0.193 -1.230
C -2.312 -1.982 -1.409
C -2.567 -0.481 -1.292
B -0.492 1.647 0.713
H -1.243 -2.193 -1.478
H -4.575 -0.554 -2.127
H 2.242 0.822 -3.763
H 1.197 1.968 -1.279
H -2.706 -2.492 -0.530
H -1.983 1.330 -2.312
H 4.730 -2.863 -2.165
H 0.312 1.501 -2.571
H -4.238 0.881 -1.137
H 1.183 2.915 -2.669
H 4.554 -0.750 -0.683
H -2.795 -2.392 -2.300
H 3.092 -2.682 -2.311
H 3.317 -2.725 0.048
H -4.496 -0.688 -0.360
H -0.909 -0.094 -2.612
H -2.474 0.032 -3.419
H 4.547 -0.526 -2.435
H 3.265 1.781 -2.653